#a
The following is a DFT calculation (ωB97M-V/def2-TZVPD) of a single C3H4NP molecule.

Output
* lowest unoccupied orbital energy: 0.29 eV
* multiplicity: 1
* structure (SMILES): C1=NC=[PH]=C1
* highest occupied orbital energy: -9.24 eV
* Kohn-Sham gap: 9.5 eV

Last column: natural (NBO) charge in e.
Cartesian coordinates (Å):
C -1.1168 0.3867 -0.3227  -0.059
C 0.0502 1.0666 -0.1851  -0.487
C 0.1832 -1.3513 0.0263  -0.103
N -1.0092 -0.9889 -0.0782  -0.413
P 1.5757 -0.0095 -0.1196  0.435
H -2.0380 0.7941 -0.4294  0.199
H -0.0264 2.1401 -0.2277  0.224
H 0.4588 -2.4224 0.1724  0.196
H 1.9226 0.3846 1.1640  0.007

=====

#b
The following is a DFT calculation (ωB97M-V/def2-TZVPD) of a molecular structure, C3H4NP.

Output
* lowest unoccupied orbital energy: -0.03 eV
* multiplicity: 1
* highest occupied orbital energy: -8.83 eV
* Kohn-Sham gap: 8.8 eV

Last column: natural (NBO) charge in e.
Cartesian coordinates (Å):
C 0.5101 -0.4786 -1.0808  0.447
C 0.1993 0.1968 1.7010  -0.750
C -0.3955 0.4909 -1.0713  -0.632
N 1.2968 -1.2363 -0.5228  -0.725
P 1.2415 -0.9367 1.2137  0.890
H -0.3165 0.6490 0.8312  0.206
H -0.1095 1.4162 -1.5490  0.253
H -1.4233 0.1921 -1.2341  0.253
H 2.1941 -1.6877 1.8557  0.057

=====

Of them, #a has the highest stability.

=====

#a
The following is a DFT calculation (ωB97M-V/def2-TZVPD) of a molecular structure, C34H36N4O2PPt.

Output
* lowest unoccupied orbital energy: -2.99 eV
* charge: +1
* multiplicity: 1
* highest occupied orbital energy: -10.51 eV
* Kohn-Sham gap: 7.5 eV

Last column: Mulliken charge in e.
Cartesian coordinates (Å):
Pt 0.6815 -0.5498 -0.2120  0.682
C 6.4198 -3.0102 -1.7443  -0.494
C 6.4231 -1.6372 -1.9450  -0.772
C 5.3517 -0.8629 -1.5184  -0.148
C 4.2857 -1.4753 -0.8657  0.649
C 4.2756 -2.8584 -0.6776  -0.445
C 5.3435 -3.6237 -1.1148  -0.700
P 2.9309 -0.5027 -0.1912  0.855
C 3.0649 1.1094 -1.0299  0.069
C 2.4674 1.2379 -2.2861  -0.366
C 2.5377 2.4375 -2.9758  -0.827
C 3.1971 3.5239 -2.4108  -0.564
C 3.7873 3.4030 -1.1613  -0.770
C 3.7263 2.1974 -0.4725  -0.058
C 3.3254 -0.2404 1.5436  -0.144
C 4.5561 -0.0539 2.1099  -0.080
C 4.6554 0.1015 3.5133  -0.940
C 3.5360 0.0209 4.2997  -0.812
C 2.2574 -0.2128 3.7311  0.809
C 1.0651 -0.3357 4.4953  -0.846
C -0.1262 -0.5755 3.8732  -0.990
C -0.2045 -0.7006 2.4575  -0.311
C 0.9258 -0.5786 1.7041  -0.804
C 2.1732 -0.3325 2.3328  0.480
H 7.2561 -3.6061 -2.0855  0.396
H 7.2611 -1.1621 -2.4380  0.419
H 5.3569 0.2054 -1.6890  0.428
H 3.4360 -3.3332 -0.1826  0.418
H 5.3368 -4.6953 -0.9660  0.412
H 1.9668 0.3872 -2.7381  0.547
H 2.0836 2.5275 -3.9543  0.443
H 3.2507 4.4629 -2.9465  0.434
H 4.3064 4.2460 -0.7236  0.457
H 4.1839 2.1095 0.5053  0.398
H 5.4508 -0.0238 1.4979  0.575
H 5.6257 0.2620 3.9635  0.426
H 3.6161 0.1150 5.3761  0.420
H 1.1171 -0.2416 5.5731  0.414
H -1.0350 -0.6695 4.4533  0.467
H -1.1720 -0.8870 1.9979  0.707
C -7.1929 -2.0113 1.5199  -1.048
C -6.3202 -2.9671 0.7197  -0.757
N -5.4791 -2.2827 -0.2708  0.129
C -5.9187 -2.3003 -1.6643  -0.631
C -7.1104 -1.3937 -1.9453  -1.203
C -4.3188 -1.7582 0.1722  0.348
O -3.9309 -1.8648 1.3292  -0.670
C -3.4310 -0.9977 -0.7770  0.102
C -3.8103 0.1197 -1.4953  0.330
C -2.8555 0.8028 -2.2388  -0.831
C -1.5448 0.3865 -2.1851  -0.165
N -1.1530 -0.6694 -1.4442  -0.684
C -2.0936 -1.3568 -0.7845  -0.507
H -7.8361 -2.5719 2.1991  0.385
H -7.8281 -1.4086 0.8699  0.270
H -6.5696 -1.3436 2.1148  0.299
H -6.9248 -3.6961 0.1794  0.390
H -5.6588 -3.5039 1.3968  0.395
H -6.1819 -3.3313 -1.9096  0.380
H -5.0769 -2.0348 -2.3000  0.447
H -8.0298 -1.8016 -1.5242  0.355
H -7.2551 -1.2900 -3.0214  0.373
H -6.9629 -0.3995 -1.5201  0.344
H -4.8357 0.4688 -1.4681  0.468
H -3.1198 1.6737 -2.8215  0.450
H -0.7650 0.9133 -2.7171  0.434
H -1.7570 -2.2186 -0.2221  0.621
C -0.5809 4.5775 -1.0930  -0.725
N -0.0734 4.2174 0.2160  -0.235
C 0.1237 2.9273 0.5960  0.374
N 0.5533 2.7388 1.8709  -0.329
O -0.0731 1.9834 -0.1751  -0.148
H 0.0987 5.2642 -1.5983  0.309
H -1.5642 5.0427 -1.0205  0.296
H -0.6594 3.6681 -1.6812  0.145
H 0.1072 4.9514 0.8776  0.176
H 0.6645 3.4937 2.5217  0.153
H 0.6669 1.7938 2.1957  0.128

=====

#b
The following is a DFT calculation (ωB97M-V/def2-TZVPD) of a molecular structure, C34H36N4O2PPt.

Output
* lowest unoccupied orbital energy: -2.17 eV
* charge: +1
* multiplicity: 1
* highest occupied orbital energy: -10.33 eV
* Kohn-Sham gap: 8.2 eV

Last column: Mulliken charge in e.
Cartesian coordinates (Å):
Pt -0.0802 0.1500 -0.8005  0.839
C 4.1251 -2.7328 2.1852  -0.521
C 4.6231 -2.7213 0.8898  -0.732
C 3.8200 -2.2998 -0.1605  -0.313
C 2.5125 -1.8858 0.0885  0.619
C 2.0144 -1.9110 1.3910  -0.360
C 2.8192 -2.3309 2.4370  -0.701
P 1.4023 -1.3893 -1.2407  1.288
C 2.4578 -0.8228 -2.6067  0.218
C 2.2398 -1.2743 -3.9048  -0.697
C 3.0053 -0.7779 -4.9526  -0.759
C 3.9885 0.1676 -4.7111  -0.564
C 4.2148 0.6197 -3.4161  -1.010
C 3.4522 0.1278 -2.3714  -0.101
C 0.4776 -2.7784 -1.8886  0.404
C 0.9282 -4.0556 -2.0839  -0.421
C 0.0712 -5.0011 -2.6813  -0.925
C -1.1987 -4.6465 -3.0448  -0.757
C -1.6970 -3.3413 -2.8159  0.546
C -3.0459 -2.9867 -3.0656  -0.790
C -3.4959 -1.7583 -2.6864  -1.231
C -2.6270 -0.8089 -2.0949  0.211
C -1.2897 -1.0564 -1.8974  -1.186
C -0.8373 -2.3786 -2.2407  0.771
H 4.7558 -3.0580 3.0024  0.418
H 5.6386 -3.0407 0.6957  0.439
H 4.2134 -2.2860 -1.1696  0.467
H 0.9928 -1.6017 1.5791  0.323
H 2.4293 -2.3451 3.4463  0.456
H 1.4744 -2.0140 -4.1014  0.349
H 2.8329 -1.1368 -5.9587  0.443
H 4.5860 0.5491 -5.5287  0.406
H 4.9902 1.3495 -3.2234  0.441
H 3.6494 0.4640 -1.3626  0.563
H 1.9301 -4.3413 -1.7855  0.503
H 0.4194 -6.0132 -2.8403  0.439
H -1.8602 -5.3819 -3.4877  0.400
H -3.7131 -3.7125 -3.5140  0.405
H -4.5379 -1.4983 -2.8275  0.426
H -3.0617 0.1313 -1.7794  0.427
C -2.6463 0.4173 5.8611  -1.070
C -2.1999 1.8587 5.6637  -0.787
N -1.4661 2.0663 4.4095  0.209
C -2.1564 2.7609 3.3294  -0.780
C -3.2737 1.9408 2.6937  -1.023
C -0.1809 1.6438 4.3793  0.302
O 0.3815 1.1524 5.3447  -0.629
C 0.6085 1.7747 3.1020  -0.023
C 1.8669 2.3633 3.1410  -0.390
C 2.6351 2.3745 1.9926  -1.188
C 2.1402 1.7711 0.8494  -0.274
N 0.9446 1.1842 0.8086  0.188
C 0.1931 1.1972 1.9202  0.156
H -3.1708 0.3175 6.8118  0.387
H -1.7820 -0.2446 5.8802  0.308
H -3.3200 0.0961 5.0655  0.270
H -1.5525 2.1613 6.4859  0.419
H -3.0575 2.5319 5.6446  0.417
H -1.4246 3.0583 2.5804  0.436
H -2.5736 3.6830 3.7429  0.323
H -2.9079 0.9765 2.3373  0.233
H -3.7032 2.4793 1.8467  0.378
H -4.0745 1.7492 3.4081  0.414
H 2.2301 2.7884 4.0677  0.546
H 3.6146 2.8314 1.9757  0.469
H 2.7121 1.7534 -0.0653  0.566
H -0.7659 0.7000 1.8524  0.385
C -3.3156 2.8802 -3.4984  -1.199
N -2.2973 2.2932 -2.6471  -0.067
C -2.0392 2.6397 -1.3828  0.475
N -2.7601 3.6442 -0.8273  -0.388
O -1.1479 2.0753 -0.7068  -0.609
H -3.5186 2.1953 -4.3170  0.377
H -3.0001 3.8369 -3.9192  0.343
H -4.2445 3.0142 -2.9440  0.398
H -1.6800 1.5910 -3.0250  0.244
H -3.2472 4.3072 -1.4045  0.202
H -2.4402 3.9640 0.0704  0.247

=====

Of them, #b has the highest stability.

=====

#a
The following is a DFT calculation (ωB97M-V/def2-TZVPD) of 2 unconnected molecules or ions with the total composition C3H7O2.

Output
* lowest unoccupied orbital energy: -6.43 eV
* charge: +1
* multiplicity: 1
* highest occupied orbital energy: -13.90 eV
* Kohn-Sham gap: 7.5 eV

Last column: natural (NBO) charge in e.
Cartesian coordinates (Å):
C -2.6435 1.8876 -1.6580  0.304
C 1.0239 -1.4299 1.0226  -0.770
C 1.7693 -0.2495 0.6595  0.570
O 1.3246 0.6778 -0.1453  -0.512
O -1.7062 1.2472 -1.1908  -0.597
H -2.9840 1.7180 -2.7923  0.153
H -3.2041 2.4538 -0.9386  0.147
H 0.7925 -1.9005 0.0343  0.328
H 0.0755 -1.3804 1.5116  0.303
H 1.8053 -1.9982 1.6279  0.279
H 2.8603 -0.3902 0.6451  0.230
H 0.3428 0.7763 -0.2704  0.565

=====

#b
The following is a DFT calculation (ωB97M-V/def2-TZVPD) of 2 unconnected molecules or ions with the total composition C3H7O2.

Output
* lowest unoccupied orbital energy (spin up / spin down): -5.45 / -5.82 eV
* charge: +1
* multiplicity: 1
* highest occupied orbital energy (spin up / spin down): -13.53 / -15.40 eV
* Kohn-Sham gap (spin up / spin down): 8.1 / 9.6 eV

Last column: natural (NBO) charge in e.
Cartesian coordinates (Å):
C -2.1522 0.1046 -0.1253  0.101
C 1.4250 0.5421 -0.2479  -0.732
C 0.1604 -0.1524 0.0710  0.788
O 0.0271 -1.4602 0.0812  -0.606
O -0.9590 0.5625 0.0049  -0.374
H -2.9377 0.8439 -0.1106  0.213
H -2.3674 -0.9551 -0.1911  0.201
H 1.5410 0.5994 -1.3374  0.286
H 2.2883 0.0120 0.1513  0.265
H 1.4159 1.5636 0.1252  0.286
H -0.0476 0.5919 2.3657  0.028
H 0.8630 -1.9510 0.0534  0.543

=====

Of them, #a has the highest stability.

=====

#a
The following is a DFT calculation (ωB97M-V/def2-TZVPD) of a single CH3F3N2S molecule.

Output
* lowest unoccupied orbital energy: 0.37 eV
* multiplicity: 1
* highest occupied orbital energy: -8.90 eV
* Kohn-Sham gap: 9.3 eV

Last column: natural (NBO) charge in e.
Cartesian coordinates (Å):
C 0.6092 -0.9786 0.7321  0.826
N 0.2913 1.8844 0.1216  -1.002
N -1.2162 -0.0830 -0.8943  -0.995
F 0.1016 -2.1654 0.3951  -0.317
F -0.0008 -0.5477 1.8267  -0.301
F 1.9069 -1.1545 1.0078  -0.322
S 0.4159 0.2782 -0.7433  0.971
H 1.1551 2.3545 -0.1168  0.332
H -1.7781 0.6484 -0.4718  0.413
H -1.4849 -0.2362 -1.8570  0.395

=====

#b
The following is a DFT calculation (ωB97M-V/def2-TZVPD) of 2 unconnected molecules or ions with the total composition CH3F3N2S.

Output
* lowest unoccupied orbital energy (spin up / spin down): -1.00 / -1.06 eV
* multiplicity: 1
* highest occupied orbital energy (spin up / spin down): -9.49 / -9.58 eV
* Kohn-Sham gap (spin up / spin down): 8.5 / 8.5 eV

Last column: natural (NBO) charge in e.
Cartesian coordinates (Å):
C -1.4219 0.0040 0.0225  0.815
N 1.6514 1.5141 0.1820  -0.437
N 0.9459 -1.1459 -0.3684  -0.985
F -1.2504 1.1013 -0.6266  -0.301
F -2.5475 0.1289 0.7675  -0.322
F -1.6315 -1.0307 -0.8384  -0.330
S 0.1387 -0.4084 0.8920  0.461
H 1.4691 2.3702 0.7390  0.260
H 1.0868 -2.1155 -0.1107  0.411
H 1.5593 -0.4179 -0.6590  0.427

=====

Of them, #a has the highest stability.